Molecular formula: C40H90F8N6O4PS2
Method: DFT, wB97M-V/def2-TZVPD

```
151
Properties=species:S:1:pos:R:3:forces:R:3
C 10.00502 24.05413 12.90348 -0.667 -0.728 -0.583
C 11.15766 23.77775 11.93463 0.002 0.011 -0.662
C 10.89538 23.69469 10.35749 0.394 -0.203 0.802
N 12.10978 23.21631 9.58636 -0.489 1.175 -0.351
C 13.09722 24.41508 9.57317 0.940 -2.396 0.668
C 12.57441 21.87043 10.13842 1.156 0.347 -1.390
C 13.09566 21.08028 8.84683 -1.035 0.530 1.289
C 12.84807 22.00966 7.65942 1.305 0.249 0.013
C 11.72174 22.87810 8.13592 0.066 -0.110 0.635
H 9.48944 25.01232 12.83893 0.234 0.001 -0.093
H 10.32373 23.85005 13.92568 0.404 0.424 0.017
H 9.28353 23.24908 12.76405 -0.473 0.166 -0.221
H 11.47213 22.77803 12.23426 0.287 -0.275 -0.054
H 11.97835 24.42843 12.23657 0.120 0.165 -0.614
H 10.64669 24.61617 9.83106 -0.466 0.104 0.508
H 10.19910 22.89824 10.09491 -0.651 0.295 0.506
H 14.03762 24.02704 9.18182 -0.121 0.230 -0.699
H 13.40438 24.59137 10.60403 -0.663 0.481 0.022
H 12.69942 25.26948 9.02557 -0.086 -0.265 0.200
H 13.32208 22.08213 10.90280 0.193 -0.210 -0.111
H 11.73779 21.39017 10.64588 -0.148 0.024 -0.232
H 14.11582 20.75084 9.04392 -0.132 -0.089 -0.470
H 12.40244 20.26765 8.62963 0.358 -0.412 0.709
H 13.73324 22.60062 7.42421 0.016 0.072 -0.128
H 12.59474 21.42184 6.77715 -0.150 0.175 -0.025
H 11.54401 23.78975 7.56549 -0.073 0.002 0.125
H 10.84847 22.22676 8.17161 -0.344 0.363 0.191
C 13.66080 17.66150 8.18227 0.605 0.017 0.084
C 13.04854 16.31599 8.60695 -0.380 0.525 -1.232
C 12.54729 15.61943 7.31087 0.333 -0.745 1.195
N 11.97831 14.24290 7.66603 -0.240 -1.528 1.619
C 10.72200 14.29267 8.63541 0.946 1.142 0.072
C 13.11011 13.33747 8.27664 -0.212 -0.476 -0.032
C 12.70770 11.88440 7.97291 -1.411 0.546 0.240
C 12.23310 12.02897 6.53547 0.881 -0.437 -0.282
C 11.63344 13.40336 6.46061 -1.125 1.775 -1.560
H 14.10791 18.16927 9.03688 -0.615 0.340 0.128
H 12.97203 18.27163 7.59793 -0.401 0.140 0.636
H 14.51885 17.63368 7.51065 0.173 -0.932 -0.158
H 12.21439 16.46806 9.29191 -0.192 0.381 -0.259
H 13.73282 15.71102 9.20181 0.351 -0.076 -0.495
H 13.37852 15.44003 6.62899 0.200 -0.305 0.177
H 11.84652 16.19034 6.70170 -0.553 -0.019 0.603
H 11.01356 14.67067 9.61531 0.624 -0.482 0.035
H 10.19604 13.34566 8.75637 0.507 -0.073 -0.472
H 10.01737 15.07482 8.35286 0.097 -0.206 -1.005
H 13.35499 13.54675 9.31796 -0.441 0.219 -0.127
H 14.00313 13.49395 7.67156 -0.019 0.532 -0.006
H 11.82690 11.56336 8.52900 0.337 -0.036 0.679
H 13.52411 11.17159 8.08901 -0.094 0.195 0.124
H 11.50398 11.30677 6.16818 0.217 -0.179 0.291
H 13.16033 11.90070 5.97701 -0.293 0.367 -0.728
H 10.55329 13.42573 6.31616 -0.092 -0.266 0.490
H 11.91556 14.02784 5.61295 0.530 -0.360 -0.221
C 10.82488 17.31765 3.57617 1.048 -1.730 -1.464
C 10.17341 18.57341 3.93800 0.039 2.040 -1.125
C 10.29225 19.64607 2.74388 -2.204 -0.025 1.737
N 9.44628 20.92463 3.06452 0.950 1.207 0.223
C 7.95552 20.77495 2.79062 1.273 -0.361 0.791
C 9.93665 22.10242 2.14939 1.180 0.470 1.656
C 9.45723 23.34258 2.90017 -0.407 -0.573 -0.885
C 9.63029 23.02364 4.35771 -0.111 -0.663 0.938
C 9.77269 21.46531 4.50489 -0.184 0.466 -1.328
H 10.55959 16.51308 4.26201 -0.100 0.049 -0.161
H 11.90675 17.44936 3.59365 0.221 -0.088 0.075
H 10.60684 17.03131 2.54730 -0.273 -0.444 0.074
H 10.84831 18.88396 4.73560 -0.961 0.880 0.553
H 9.13873 18.39004 4.22768 0.066 0.347 0.232
H 9.74858 19.42889 1.82445 0.824 -1.138 -0.215
H 11.33709 19.92948 2.61699 -0.231 0.162 -0.251
H 7.63398 19.79440 3.14167 0.025 -0.091 -0.388
H 7.89115 20.94383 1.71571 -0.738 -0.249 0.236
H 7.44085 21.50773 3.41210 -0.027 0.164 -0.433
H 9.66010 22.15436 1.09634 -0.310 -0.961 0.174
H 11.02048 22.03829 2.24580 0.065 -0.025 -0.316
H 8.40613 23.41319 2.62035 -0.103 0.533 0.247
H 9.95357 24.28223 2.65768 0.020 -0.268 -0.427
H 8.75625 23.42073 4.87392 0.154 -0.246 0.425
H 10.50808 23.53866 4.74800 0.010 -0.190 0.135
H 9.17940 21.00180 5.29309 -0.416 -0.053 -0.438
H 10.77669 21.08469 4.69251 0.133 0.540 -0.044
C 5.34693 18.13560 10.34960 -1.046 0.642 -0.504
C 4.91868 18.09794 8.84997 -0.078 -0.774 -0.359
C 3.95003 19.21525 8.32384 1.546 0.618 0.275
N 4.12348 19.55474 6.85738 -0.680 0.635 -2.587
C 5.54606 19.95641 6.50312 -0.905 -0.377 0.768
C 3.63979 18.47972 5.88844 -0.056 -0.572 -0.044
C 2.08506 18.60707 5.79531 1.102 -1.262 0.294
C 1.84621 20.04447 6.13725 -1.198 1.569 0.565
C 3.16848 20.70136 6.37975 1.114 -0.299 1.794
H 4.39939 18.17982 10.88655 0.258 -0.098 0.639
H 5.95998 18.98758 10.64352 -0.199 0.429 -0.415
H 5.95238 17.29674 10.69288 -0.429 -0.417 -0.528
H 4.34933 17.18961 8.65281 0.144 -0.370 0.396
H 5.81821 17.93555 8.25619 -0.051 0.520 -0.288
H 4.21626 20.15546 8.80678 -0.175 0.110 0.207
H 2.89590 19.01632 8.51707 0.110 -0.161 -0.107
H 5.53714 20.19756 5.44017 0.148 0.067 0.200
H 6.21687 19.12268 6.71051 0.024 0.223 -0.121
H 5.73564 20.81733 7.14420 0.471 -0.012 -0.230
H 4.05035 18.65779 4.89454 0.474 0.135 0.303
H 4.06892 17.56387 6.29483 -0.366 -0.300 -0.467
H 1.61765 18.39799 4.83306 0.721 -0.305 -0.168
H 1.72215 17.82333 6.46025 -0.662 0.576 0.345
H 1.42007 20.64287 5.33200 -0.357 -0.454 -0.217
H 1.17020 20.22259 6.97354 0.032 -0.296 0.128
H 3.54812 21.16128 5.46736 0.438 -0.326 0.167
H 3.18217 21.43200 7.18849 -0.142 0.193 -0.180
C 13.45390 18.47812 12.27376 1.360 -0.294 0.245
C 12.01174 18.23153 11.94906 -1.167 0.693 0.465
C 11.11327 18.24438 13.22115 -0.515 0.516 -0.589
N 9.60102 18.62751 13.04879 -0.598 -0.883 0.328
C 8.97010 17.64642 12.06270 0.539 0.164 0.110
C 9.30221 20.12608 12.66511 1.650 -0.510 -0.412
C 7.95571 20.51335 13.17822 -0.437 -1.066 -0.501
C 7.70932 19.49111 14.29662 -1.118 0.201 0.521
C 8.87764 18.49603 14.39542 -0.542 1.245 0.300
H 14.11920 18.30898 11.42708 -0.297 0.138 -0.492
H 13.89950 17.78561 12.98788 -0.376 0.019 0.485
H 13.65202 19.49938 12.59916 -0.183 0.025 0.220
H 11.89163 17.27242 11.44529 -0.159 0.134 -0.200
H 11.69477 19.06128 11.31728 -0.211 -0.211 -0.415
H 11.42505 18.98543 13.95717 0.427 -0.214 0.027
H 11.13277 17.21825 13.58828 -0.305 0.178 0.580
H 9.14351 16.61870 12.38180 0.531 0.091 0.278
H 9.46001 17.82180 11.10493 -0.408 -0.018 0.007
H 7.88223 17.67884 12.00267 0.097 0.864 0.005
H 9.41897 20.24570 11.58800 0.093 -0.258 0.049
H 10.07473 20.72312 13.14973 0.435 -0.166 0.129
H 7.27287 20.42588 12.33313 -0.427 -0.116 0.295
H 7.89369 21.54650 13.52008 0.318 -0.113 0.058
H 6.75823 18.97180 14.17904 0.007 -0.017 -0.192
H 7.60037 20.06389 15.21758 0.155 -0.320 0.225
H 8.53542 17.50459 14.69212 0.233 -0.275 -0.850
H 9.46125 18.82592 15.25488 0.857 0.076 -0.565
N 6.96341 14.56589 5.00123 -1.203 1.869 -3.628
S 7.69240 15.54427 5.90858 2.098 2.130 4.533
O 6.99420 16.80270 6.20904 1.311 -1.444 -0.755
O 9.15759 15.55452 5.83471 -1.417 0.412 -0.348
F 7.50320 14.78103 7.26532 -0.163 -0.761 0.771
S 6.68156 15.69013 3.71683 0.470 -4.420 -2.649
O 7.86658 15.94653 2.94138 -0.288 0.726 1.122
O 5.71172 16.67091 3.95164 -1.043 1.488 0.340
F 5.93355 14.67324 2.74624 0.073 0.074 0.796
P 9.30669 19.12956 8.13019 -0.201 -0.772 1.332
F 8.26809 20.37076 8.29265 -0.857 -0.597 0.994
F 8.55018 18.77683 6.78133 -0.358 -1.094 -0.106
F 10.18466 20.09680 7.25766 2.271 1.162 -0.912
F 10.38710 17.93684 8.04136 1.391 0.387 -1.211
F 10.07292 19.71895 9.48525 -0.312 -0.547 -0.189
F 8.54648 17.96225 9.00996 -1.626 1.870 0.057
```
Forces are in eV/Å.

Summary:
E_HOMO (spin up / spin down)   -5.48 / -12.95 eV
Net charge   +2
Multiplicity   2
Gap between HOMO and LUMO (spin up / spin down)   1.8654 / 9.2758 eV
Strongest force on any atom   5.43 eV Å⁻¹